Computed, not measured: a single C5H14N2 molecule in a non-equilibrium geometry, with ωB97M-V with the def2-TZVPD basis set.

Values from the calculation:
E_LUMO (eV): 0.994
Energy above the lowest of the compared OMol25 structures with the same formula, charge and spin (eV): 0.675
E (eV): -8391.944
SMILES string: CC(C)[C@@H](N)CN
Highest occupied orbital energy (eV): -8.9

Geometry as ORCA input:
```
! wB97M-V def2-TZVPD RIJCOSX def2/J DEFGRID3
* xyz 0 1
N -0.7869 -1.7136 1.9440
N -1.9709 0.4687 0.1041
C -0.5749 0.2737 0.4806
C 0.4161 0.2442 -1.9258
C 0.3528 0.9455 -0.5749
C 1.7206 1.2614 0.0224
C -0.1873 -1.2059 0.6964
H -2.1503 0.0513 -0.8059
H -1.2318 -2.5993 1.7630
H -0.4439 0.8065 1.4159
H -2.5357 -0.0300 0.7195
H 0.9085 0.9605 -2.5952
H 2.5176 0.6547 -0.3988
H -0.2418 1.8333 -0.7666
H 1.0255 -0.6490 -2.0231
H -0.1184 -1.8582 2.6820
H -0.5634 0.1567 -2.3968
H 0.8947 -1.3034 0.6651
H -0.7071 -1.7007 -0.1225
H 1.9412 2.3281 0.0125
H 1.7353 1.0753 1.1042
*
```

Taken from the Mulliken analysis, the atomic charges in e are:
1. N -0.556
2. N -0.738
3. C -0.189
4. C -1.622
5. C 0.695
6. C -1.489
7. C -0.694
8. H 0.242
9. H 0.214
10. H 0.371
11. H 0.297
12. H 0.437
13. H 0.351
14. H 0.322
15. H 0.330
16. H 0.217
17. H 0.407
18. H 0.292
19. H 0.371
20. H 0.343
21. H 0.398